1.
58
Properties=species:S:1:pos:R:3:forces:R:3:nbo_charge:R:1 method="wB97M-V/def2-TZVPD" smiles="CCOB(O)N1C(=O)c2c(S)c(Br)c(CCCCCCCCCOC)c(I)c2C1=O" e_lumo_ev=-0.4
C -1.31716 3.55562 -2.86073 -0.85 0.02 0.62 -0.6344
C -2.18007 4.38302 -1.87756 1.05 0.40 -1.06 -0.0614
O -1.95015 4.02282 -0.51433 -0.64 0.12 0.42 -0.7054
B -2.82515 3.10137 -0.01765 -0.06 0.86 -0.80 1.2251
O -3.34151 2.11577 -0.86403 0.02 0.04 0.60 -0.9194
N -3.24544 3.16386 1.37812 -0.64 0.02 -0.03 -0.7710
C -3.89218 1.88822 1.68661 -0.20 -0.56 0.17 0.7215
O -5.07443 1.68476 1.69571 1.52 0.24 -0.09 -0.4579
C -2.69907 0.99647 2.04801 -1.15 1.15 0.00 -0.1388
C -2.54452 -0.34572 2.02104 -0.62 -1.14 -0.69 -0.1781
S -3.90539 -1.36525 1.49162 -0.61 -0.13 0.19 0.0418
C -1.31412 -0.85118 2.42494 -0.48 -1.37 -0.27 -0.0730
Br -1.16951 -2.75493 2.43034 0.15 0.25 0.16 0.0945
C -0.26874 -0.05674 2.81487 1.42 -0.08 0.70 0.0279
C 1.06282 -0.60791 3.26182 0.43 -0.59 -0.45 -0.4642
C 1.75811 -1.55824 2.23741 -0.05 0.77 0.67 -0.3880
C 3.29131 -1.35138 2.21871 -0.59 -0.34 -0.42 -0.4009
C 3.74878 -0.71401 0.90368 0.40 -0.51 0.44 -0.3929
C 3.62904 -1.69562 -0.25976 -0.25 0.53 -0.75 -0.4067
C 3.55752 -0.95659 -1.61414 -0.42 0.04 0.27 -0.3907
C 2.12054 -0.82602 -2.12430 0.19 -0.38 -0.51 -0.3895
C 1.57944 -2.14460 -2.69659 -0.23 0.48 -0.39 -0.4240
C 0.04394 -2.14845 -2.80466 0.87 -0.39 -0.08 -0.0500
O -0.41815 -3.43140 -2.41437 -0.26 0.56 0.44 -0.5424
C -1.67588 -3.41816 -1.77168 -0.17 -0.58 -0.11 -0.2429
C -0.48078 1.31580 2.82360 1.21 0.84 0.59 -0.1085
I 0.99832 2.69343 3.44331 -0.11 -0.16 -0.09 0.2040
C -1.66695 1.82797 2.43694 -1.02 1.37 0.20 -0.1971
C -2.17170 3.27560 2.32977 0.75 -0.04 0.40 0.7217
O -1.81107 4.25325 2.92861 -0.44 -0.99 -0.95 -0.4682
H -0.87959 2.74126 -2.28696 0.24 -0.07 -0.19 0.2092
H -0.54466 4.16743 -3.31476 0.12 -0.11 -0.05 0.2142
H -1.96812 3.13052 -3.62184 0.19 -0.07 -0.18 0.2155
H -3.23166 4.35601 -2.15313 -0.12 -0.32 0.26 0.1818
H -1.87754 5.42195 -2.00299 -0.04 0.10 0.44 0.1864
H -2.70921 1.38980 -0.89999 -0.15 -0.17 -0.30 0.4983
H -3.60082 -1.59606 0.19946 0.38 0.20 0.22 0.1330
H 0.95848 -1.09257 4.23535 -0.13 -0.13 -0.01 0.2327
H 1.77321 0.19609 3.41856 -0.28 0.23 0.06 0.2289
H 1.33266 -1.30580 1.26389 0.08 -0.30 -0.16 0.1935
H 1.50461 -2.57800 2.48811 0.04 -0.18 -0.24 0.2195
H 3.59639 -0.76312 3.08446 0.13 -0.04 0.01 0.2027
H 3.74226 -2.34332 2.28811 0.29 0.11 0.16 0.2038
H 4.80497 -0.44739 0.99381 -0.05 0.28 -0.03 0.2073
H 3.18218 0.20048 0.71117 -0.05 0.03 -0.04 0.1940
H 4.46852 -2.38881 -0.28351 0.01 -0.09 0.31 0.2079
H 2.70957 -2.27891 -0.17033 0.09 -0.18 0.15 0.1948
H 3.95024 0.05543 -1.49683 0.30 -0.07 -0.04 0.2012
H 4.14293 -1.47087 -2.37686 0.10 0.05 -0.03 0.2031
H 1.43714 -0.48020 -1.34247 0.18 0.16 0.14 0.1840
H 2.12607 -0.09084 -2.93302 -0.25 0.19 0.13 0.2031
H 1.98623 -2.27238 -3.70187 0.22 -0.18 0.09 0.2019
H 1.90330 -2.99440 -2.09769 -0.15 -0.05 0.09 0.2173
H -0.26491 -1.94275 -3.83460 -0.13 0.13 0.03 0.1685
H -0.33294 -1.34993 -2.15639 -0.31 -0.18 0.08 0.1500
H -1.64210 -4.11885 -0.93659 0.02 -0.02 0.02 0.1888
H -1.94519 -2.43755 -1.37308 0.10 0.10 -0.06 0.1545
H -2.45989 -3.75900 -2.45529 -0.07 0.16 -0.01 0.1729

=====

2.
53
Properties=species:S:1:pos:R:3:forces:R:3:nbo_charge:R:1 method="wB97M-V/def2-TZVPD" charge=-1 relative_energy_kj_mol=80.7 e_lumo_ev=2.5
O 0.36752 -0.39026 -2.38797 0.25 -0.77 -2.49 -0.5462
C 0.80027 0.75947 -3.13232 0.47 1.96 0.32 -0.0429
C 0.91459 0.19613 -4.51136 -0.34 -1.11 0.51 -0.4879
H 1.79683 1.10026 -2.85865 -0.50 0.17 0.53 0.1961
H 0.01397 1.50025 -3.02256 0.42 0.51 -0.07 0.1754
C 0.43919 -1.07770 -3.71087 -0.44 -0.81 -1.05 0.2821
H 1.96855 0.18757 -4.85435 -0.81 -0.18 -0.13 0.1991
H 0.20519 0.64043 -5.22528 0.37 -0.53 0.04 0.2016
C 1.49519 -2.16027 -3.65326 -0.23 0.10 -0.10 -0.6220
H 2.41997 -1.68246 -3.32168 0.02 -0.34 0.16 0.2152
H 1.65781 -2.57144 -4.65916 -0.05 -0.01 0.23 0.1996
H 1.17543 -2.95441 -2.96615 0.28 0.15 -0.09 0.2203
C -0.90185 -1.58118 -4.27184 -0.19 -0.17 0.28 -0.6243
H -1.59735 -0.74782 -4.50043 0.33 -0.43 0.42 0.2093
H -1.39412 -2.32913 -3.61543 0.24 0.54 -0.20 0.2173
H -0.70576 -2.08377 -5.23377 0.06 0.16 0.27 0.2044
Be 0.24598 -0.72418 3.27933 -1.07 -0.43 -0.20 1.6307
C -1.71647 -0.82715 3.49152 0.35 0.58 -1.25 -0.7126
C -2.00504 0.60968 3.40393 -0.32 0.04 -0.73 -0.2670
C -2.62978 0.86312 2.17340 0.05 -0.60 0.89 -0.3323
H -1.80128 1.38350 4.15420 0.11 -0.54 -0.33 0.2128
C -2.83013 -0.38796 1.49446 0.12 -0.31 0.69 -0.3307
C -2.30558 -1.41120 2.28745 -0.17 0.68 0.04 -0.2344
H -2.30078 -2.46981 2.03254 -0.01 0.38 0.12 0.2051
H -1.49151 -1.37529 4.40511 -0.37 0.07 0.01 0.2439
H -2.92596 1.84093 1.78470 -0.04 -0.40 0.41 0.1883
H -3.35814 -0.50905 0.54641 0.36 -0.02 0.21 0.1951
C 1.09432 -2.70105 3.50589 0.22 -0.17 -1.31 -0.4254
C 0.27353 -3.29969 2.48748 0.94 1.10 -0.44 -0.3012
C 0.39471 -2.50580 1.31109 0.33 -0.88 0.40 -0.2874
H -0.28154 -4.23067 2.55908 -0.20 0.41 0.21 0.2074
C 1.34036 -1.47671 1.53777 0.09 -0.31 0.44 -0.4196
C 1.82470 -1.61526 2.88655 0.12 -0.85 -0.46 -0.5362
H 2.71853 -1.11267 3.27168 -0.71 -0.13 0.04 0.2422
H 1.26528 -3.09571 4.50589 -0.08 0.24 -0.25 0.2223
H -0.11490 -2.67948 0.36005 0.09 0.14 0.45 0.2160
H 1.77388 -0.82335 0.77147 -0.33 -0.25 0.54 0.2280
O 1.25762 2.15500 -1.18930 -0.90 1.59 2.16 -0.5620
C 0.48157 1.64015 -0.04121 -0.12 0.09 0.06 -0.0924
C -0.91124 2.29532 -0.24326 0.35 -0.36 -0.61 -0.4279
H 0.94482 2.00861 0.90315 -0.22 -0.09 -0.44 0.1667
H 0.50093 0.52002 0.02077 -0.12 1.23 -0.64 0.2384
C -0.49598 3.75080 -0.60684 -0.14 -0.50 -0.08 -0.4452
H -1.59809 2.19669 0.60776 0.71 0.20 -0.34 0.2495
H -1.41882 1.78309 -1.10211 0.48 0.45 0.55 0.1982
C 0.91694 3.57903 -1.22097 0.49 -0.04 0.37 -0.0789
H -0.38607 4.35161 0.30949 -0.39 -0.10 -0.34 0.2047
H -1.20499 4.22423 -1.31922 0.43 -0.16 0.57 0.2027
H 1.65543 4.17121 -0.61920 -0.38 -0.62 -0.36 0.1654
H 0.96780 4.00087 -2.23944 0.09 -0.68 0.11 0.1749
Se 1.61631 1.79811 6.74970 0.20 0.39 0.45 -0.2380
C 1.10176 0.94724 5.31008 -1.11 -2.06 -2.88 0.1808
N 0.74643 0.32017 4.35569 1.23 2.66 3.27 -0.8790

=====

3.
57
Properties=species:S:1:pos:R:3:forces:R:3:nbo_charge:R:1 method="wB97M-V/def2-TZVPD" charge=-1 e_lumo_ev=2.7
Bi -0.06835 0.52104 0.92062 -1.67 0.03 0.11 1.1617
Cl 1.00769 1.16600 3.05531 0.35 0.12 0.48 -0.6002
N -0.56722 -1.84593 1.22924 1.53 -1.94 0.51 -0.6125
N 0.18789 2.39568 -0.47468 2.08 1.34 -1.43 -0.6253
C 0.41954 -2.60741 1.67240 -2.01 2.03 -0.93 0.6435
C 1.27719 2.70013 -1.16431 -2.60 -0.76 1.73 0.6573
C -1.85433 -2.45336 1.64655 0.26 0.24 -0.12 0.0500
C -1.40063 -3.50941 2.65136 0.63 -0.17 0.30 -0.0793
C -2.53733 -3.14354 0.47331 -0.12 -0.15 -0.32 -0.6047
C -2.75461 -1.39766 2.25437 -0.39 -0.19 0.28 -0.6317
H -1.84043 -3.81942 -0.04326 -0.14 0.19 0.05 0.2050
H -2.94450 -2.41549 -0.24018 0.19 -0.17 0.12 0.2215
H -3.36835 -3.75352 0.85919 0.11 0.20 -0.15 0.2002
H -2.29674 -0.90633 3.12058 -0.07 -0.03 -0.21 0.2478
H -3.67556 -1.89274 2.58772 -0.01 0.11 0.06 0.1929
H -3.02947 -0.60593 1.54796 0.20 -0.20 0.16 0.2618
C -0.85027 3.43613 -0.71700 0.14 -0.55 0.24 0.0619
C -0.19667 4.30244 -1.79065 0.55 0.00 -0.40 -0.0798
C -1.09759 4.18609 0.58406 0.03 0.22 0.20 -0.6390
C -2.13528 2.80352 -1.21848 -0.32 -0.04 -0.18 -0.6199
H -1.95026 2.25728 -2.15378 -0.08 0.04 0.18 0.1987
H -2.86332 3.60408 -1.41914 0.09 -0.23 0.02 0.2049
H -2.56936 2.12989 -0.46802 0.17 0.15 -0.08 0.2627
H -0.15559 4.61977 0.95144 -0.22 -0.09 -0.03 0.2019
H -1.52394 3.51993 1.35454 0.12 0.16 -0.25 0.2926
H -1.80983 5.00348 0.39781 0.11 -0.12 0.08 0.1968
O 1.15354 3.73184 -1.97293 -0.11 1.11 -0.45 -0.4854
H -0.07754 5.34650 -1.47559 0.05 -0.25 -0.17 0.1946
H -0.70161 4.24763 -2.76722 0.20 0.04 0.32 0.1887
O 0.05564 -3.61883 2.43310 -0.47 -0.93 0.74 -0.4916
H -1.82434 -4.50757 2.48108 0.12 0.29 0.09 0.1883
H -1.56307 -3.18928 3.68957 0.15 -0.15 -0.22 0.1984
C 1.87201 -2.38620 1.38415 -0.28 0.01 -0.11 -0.4925
C 2.57630 1.97569 -1.08438 0.02 0.10 -0.17 -0.4830
C 2.35053 0.48794 -1.12387 1.47 -0.30 -1.22 -0.1633
H 3.06367 2.28936 -0.14474 -0.09 -0.14 -0.19 0.2381
H 3.20032 2.32561 -1.91852 -0.13 -0.09 0.25 0.2312
C 2.20911 -0.23076 0.09505 -1.35 0.92 1.24 -0.3359
C 2.02189 -1.64080 0.08046 1.52 -1.47 -0.69 -0.1363
H 2.47111 0.26711 1.04401 0.82 -0.46 -0.53 0.2140
C 1.98358 -2.31160 -1.13403 -0.05 0.27 1.14 0.0327
C 2.09846 -1.58021 -2.31514 -0.34 -0.44 -1.18 -0.3915
C 1.78031 -3.80383 -1.21164 -0.10 -0.09 -0.18 -0.6314
C 2.28897 -0.20081 -2.32730 0.00 0.66 0.65 0.0254
H 2.02111 -2.10479 -3.26803 0.10 0.06 0.15 0.1830
C 2.40394 0.51675 -3.64699 -0.07 -0.13 -0.23 -0.6289
H 2.44326 -0.22003 -4.45756 0.03 0.17 0.10 0.2102
H 3.30892 1.13375 -3.70520 -0.14 -0.07 -0.01 0.2031
H 1.53816 1.16662 -3.83765 0.18 -0.04 0.07 0.2074
H 2.46459 -4.35475 -0.55442 -0.13 0.08 -0.10 0.2032
H 1.94902 -4.14499 -2.24003 0.01 0.03 0.20 0.2099
H 0.75154 -4.08923 -0.94561 0.19 0.06 0.04 0.2071
H 2.35493 -3.37451 1.34996 -0.11 0.31 0.11 0.2354
H 2.28941 -1.82590 2.23908 0.01 -0.11 -0.24 0.2456
O -2.59983 2.57063 4.12946 0.16 0.64 -0.64 -0.5232
N -2.71362 1.57346 3.42773 -0.32 -1.31 -0.27 0.2371
O -2.57302 1.65645 2.16021 -0.27 1.03 1.07 -0.6590

=====

4.
65
Properties=species:S:1:pos:R:3:forces:R:3:nbo_charge:R:1 method="wB97M-V/def2-TZVPD" charge=+1 multiplicity=4 relative_energy_kj_mol=0.0 e_lumo_ev="-2.2 / -2.3"
Co 0.12669 -0.09270 0.68143 -0.40 0.38 0.31 1.3357
C -2.01350 2.02965 4.52087 0.08 0.08 -0.01 -0.4120
N -2.52574 0.86005 3.85899 -0.04 -0.11 0.04 -0.3944
C -3.95183 0.72492 3.58037 -0.14 0.02 0.02 -0.2198
C -4.02617 -0.61264 2.82341 -0.21 -0.04 0.04 -0.2277
N -2.62221 -0.95863 2.64569 0.14 0.25 -0.01 -0.5778
C -1.82408 -0.06925 3.21577 0.01 -0.09 -0.07 0.3939
S -0.10641 -0.13247 3.16460 0.23 -0.06 -0.24 -0.3756
H -2.12005 2.90681 3.87493 0.01 0.02 0.04 0.2037
H -0.96487 1.87564 4.76385 -0.03 0.03 0.00 0.2338
H -2.56800 2.19587 5.44355 0.00 0.02 0.01 0.2174
H -4.29047 1.57570 2.98179 0.02 -0.04 -0.01 0.2097
H -4.51712 0.71153 4.51312 -0.01 0.00 -0.04 0.2133
H -4.51931 -0.53369 1.85539 0.00 0.03 0.05 0.2271
H -4.53372 -1.38036 3.41070 0.03 0.03 -0.07 0.2129
H -2.34027 -1.62621 1.92337 0.00 -0.11 0.01 0.4672
Cl -2.84511 -2.96231 -6.37539 0.01 0.00 0.01 0.0189
C -2.57598 -2.70849 -4.68124 -0.04 -0.05 -0.07 -0.0061
C -3.20359 -3.53837 -3.76270 0.06 0.08 -0.04 -0.2374
C -2.98951 -3.32381 -2.41265 0.03 0.09 0.05 -0.1728
C -2.13896 -2.30788 -1.98805 -0.01 -0.03 0.14 -0.1144
C -1.51996 -1.48381 -2.92462 -0.11 -0.11 0.05 -0.1984
C -1.74369 -1.67567 -4.27752 -0.01 -0.02 -0.01 -0.2536
C -1.89708 -2.10859 -0.51715 -0.16 -0.10 0.02 0.7967
O -2.71270 -2.47171 0.32241 -0.11 0.01 -0.08 -0.6679
O -0.76736 -1.56382 -0.21834 0.50 0.00 -0.19 -0.9123
H -3.85045 -4.33093 -4.10888 -0.02 -0.02 0.00 0.2374
H -3.47836 -3.93992 -1.67142 -0.01 -0.03 0.03 0.2416
H -0.87394 -0.68314 -2.59167 -0.04 0.11 0.00 0.2254
H -1.28555 -1.03507 -5.01794 0.00 0.01 -0.01 0.2316
C 4.22059 -1.29397 -3.19978 0.09 -0.07 -0.08 -0.4226
N 3.35267 -0.37352 -2.48702 0.11 0.13 0.02 -0.5803
C 2.16870 -0.55735 -1.90186 -0.15 -0.06 0.05 0.3917
S 1.49071 0.85230 -1.13890 -0.10 -0.05 0.24 -0.4163
N 1.48097 -1.68085 -1.88951 0.10 0.22 0.11 -0.5974
C 1.68105 -2.97047 -2.52208 0.15 -0.20 -0.19 -0.4206
H 5.15240 -0.76758 -3.39180 -0.01 -0.04 -0.01 0.2292
H 3.79921 -1.59226 -4.16038 0.04 -0.01 0.04 0.2106
H 4.45100 -2.17496 -2.60028 -0.02 0.01 -0.04 0.2091
H 3.69675 0.56392 -2.36329 0.00 -0.01 -0.03 0.4209
H 0.60883 -1.62501 -1.35521 -0.04 -0.04 0.01 0.4595
H 2.51436 -2.97269 -3.21599 -0.12 -0.02 0.08 0.2118
H 0.77363 -3.21556 -3.07613 0.03 -0.04 0.03 0.2306
H 1.84612 -3.73163 -1.75887 0.01 -0.02 -0.04 0.2157
S -1.60246 1.71585 0.45720 0.03 -0.19 -0.08 -0.3508
C -0.36318 2.88606 0.66580 0.02 0.11 0.08 0.3553
N -0.12122 3.77388 -0.29255 -0.13 -0.14 -0.03 -0.5755
C 0.97429 4.73467 -0.26816 0.03 0.14 -0.04 -0.2203
C 2.07016 4.22599 0.65402 -0.02 0.10 0.04 -0.4287
C 1.46379 3.84771 1.99680 0.16 0.06 0.06 -0.2209
N 0.37542 2.91153 1.77425 -0.25 -0.11 -0.09 -0.6220
H -0.67679 3.65954 -1.12570 0.02 0.04 0.01 0.4325
H 0.60165 5.70913 0.06144 0.05 -0.04 0.00 0.2049
H 1.33657 4.84247 -1.29044 0.04 0.02 0.05 0.2254
H 2.83281 4.99252 0.78341 -0.02 0.01 0.02 0.2372
H 2.53846 3.34963 0.20744 0.03 -0.07 -0.01 0.2273
H 1.09374 4.73297 2.52381 0.03 -0.02 -0.04 0.2028
H 2.19567 3.35964 2.64161 0.00 0.04 -0.04 0.2226
H 0.15680 2.18890 2.45470 0.10 0.04 0.05 0.4438
Cl 5.39814 -0.31302 0.96819 0.05 -0.04 0.02 0.0843
C 4.48511 -1.50321 1.91215 -0.19 0.00 -0.03 -0.2229
Cl 4.62581 -1.17210 3.63998 0.00 -0.04 -0.11 0.1106
Cl 5.01031 -3.14815 1.53165 -0.03 0.13 0.03 0.1027
C 3.07248 -1.36261 1.52264 -0.54 -0.06 -0.06 0.3159
N 1.97472 -1.23244 1.21019 0.74 -0.12 0.06 -0.3620

=====

Number 1: electronic energy -4504.657091 Ha. Number 2: electronic energy -3400.275323 Ha. Number 3: electronic energy -1918.874161 Ha. Number 4: electronic energy -5730.727415 Ha.